(1)
84
Properties=species:S:1:pos:R:3:forces:R:3 method="wB97M-V/def2-TZVPD" relative_energy_kj_mol=0.0 e_lumo_ev=0.0 orbital_gap_ev=6.20 e_homo_ha=-0.229
C -2.269 -1.271 4.894 0.24 -0.04 -0.70
C -2.989 -0.642 3.835 0.54 -0.49 -0.18
C -2.989 -1.527 2.717 0.38 -0.07 0.56
H -3.494 0.318 3.891 0.01 -0.14 0.00
C -2.276 -2.700 3.088 -0.02 0.50 0.15
C -1.822 -2.542 4.425 -0.13 0.46 -0.30
H -1.269 -3.279 5.006 -0.19 0.14 -0.13
H -2.139 -0.879 5.901 -0.06 -0.07 -0.11
H -3.477 -1.351 1.760 0.09 -0.04 0.20
H -2.127 -3.579 2.462 0.00 0.26 0.18
Sn 0.363 -0.257 2.652 -0.83 -0.66 0.08
Si -0.726 -0.219 -3.878 2.37 0.27 -0.30
C -0.196 1.338 -4.793 -0.91 0.52 -0.30
C 1.111 1.536 -5.262 0.15 0.44 -0.11
H 1.851 0.733 -5.194 -0.26 0.18 0.00
C 1.503 2.771 -5.802 -0.53 -0.05 0.17
H 2.524 2.923 -6.149 -0.20 -0.10 0.06
C 0.575 3.824 -5.893 0.17 -0.47 0.08
H 0.878 4.788 -6.318 -0.16 -0.40 0.20
C -0.730 3.619 -5.446 -0.21 0.44 -0.07
H -1.458 4.438 -5.523 0.31 -0.38 0.05
C -1.121 2.396 -4.899 0.72 -0.18 -0.16
H -2.138 2.249 -4.542 0.12 0.14 -0.07
C 0.018 -1.683 -4.795 -0.15 -0.39 -0.17
C -0.334 -1.880 -6.141 0.29 -0.48 0.06
H -1.056 -1.211 -6.614 0.17 -0.18 0.05
C 0.235 -2.923 -6.882 0.13 -0.04 0.18
H -0.053 -3.074 -7.922 0.07 0.07 0.23
C 1.180 -3.780 -6.296 -0.26 0.40 0.14
H 1.630 -4.590 -6.878 -0.18 0.30 0.21
C 1.542 -3.583 -4.960 -0.02 -0.07 -0.16
H 2.281 -4.242 -4.495 -0.28 0.25 -0.14
C 0.960 -2.553 -4.217 -0.01 0.07 -0.24
H 1.258 -2.431 -3.171 -0.16 -0.07 -0.36
H -2.223 -0.307 -3.714 0.64 0.21 0.20
Si 0.805 0.017 -1.916 -3.76 -0.75 1.30
C -0.073 -1.528 -1.139 0.55 0.10 0.71
C -1.453 -1.814 -1.170 0.10 -0.65 -0.10
H -2.179 -1.122 -1.601 0.30 -0.10 0.07
C -1.954 -3.031 -0.681 0.01 0.23 -0.16
H -3.021 -3.251 -0.753 0.26 0.17 0.04
C -1.104 -3.979 -0.123 0.32 0.09 -0.05
H -1.486 -4.950 0.216 0.17 0.51 -0.11
C 0.250 -3.665 -0.001 -0.02 0.01 -0.04
H 0.924 -4.384 0.456 -0.04 0.10 0.01
C 0.754 -2.447 -0.477 -0.50 -0.56 0.08
H 1.807 -2.216 -0.332 -0.06 -0.09 -0.12
C -0.239 1.403 -1.114 0.38 0.49 0.31
C -1.340 1.238 -0.253 -0.18 0.22 -0.16
H -1.587 0.265 0.177 0.05 0.18 -0.26
C -2.183 2.313 0.056 -0.07 0.05 0.01
H -3.070 2.146 0.675 0.33 -0.01 -0.15
C -1.918 3.591 -0.439 0.32 -0.29 -0.12
H -2.603 4.420 -0.246 0.24 -0.24 -0.03
C -0.748 3.785 -1.182 -0.09 0.13 0.14
H -0.508 4.781 -1.544 0.03 -0.09 0.04
C 0.093 2.715 -1.488 -0.59 0.09 0.03
H 1.000 2.898 -2.066 -0.21 0.03 -0.05
H 2.069 0.132 -1.166 0.56 -0.15 -1.02
Cl 2.319 0.526 1.343 0.14 -0.03 -0.10
C 0.369 2.970 2.528 0.09 0.22 -0.03
N 0.453 1.916 3.560 0.22 0.09 0.34
C -0.689 2.055 4.494 -0.01 0.26 0.19
C 1.751 2.028 4.297 -0.45 0.11 -0.05
C 1.964 0.846 5.232 0.34 -0.25 -0.16
N 1.968 -0.460 4.492 0.29 0.23 0.40
C 3.358 -0.791 4.073 -0.09 0.16 0.01
C 1.492 -1.552 5.368 -0.03 -0.08 0.32
H -0.598 2.916 2.015 0.22 -0.01 0.15
H 0.473 3.958 3.009 -0.06 -0.22 -0.16
H 1.162 2.833 1.786 -0.17 0.03 0.22
H -0.601 3.016 5.034 -0.06 -0.23 -0.15
H -1.633 2.039 3.935 0.35 -0.11 0.15
H -0.708 1.235 5.223 -0.10 0.18 -0.32
H 2.564 2.105 3.563 -0.30 -0.05 0.14
H 1.716 2.959 4.891 0.16 -0.20 -0.13
H 2.948 0.963 5.720 -0.36 0.03 0.03
H 1.195 0.828 6.017 0.23 -0.12 -0.28
H 4.002 -0.854 4.967 -0.19 -0.05 -0.22
H 3.369 -1.757 3.553 -0.06 0.27 0.10
H 3.745 -0.027 3.392 -0.12 -0.20 0.20
H 0.500 -1.317 5.773 0.19 -0.10 -0.28
H 1.424 -2.484 4.792 -0.04 0.29 0.16
H 2.195 -1.697 6.206 -0.14 0.02 -0.20

(2)
14
Properties=species:S:1:pos:R:3:forces:R:3 method="wB97M-V/def2-TZVPD" multiplicity=6 relative_energy_kj_mol=594.7 e_lumo_ev="-3.8 / -2.0" orbital_gap_ev="5.61 / 7.84" e_homo_ha="-0.345 / -0.360" s_squared=9.52
O 0.495 1.956 0.890 -0.53 0.05 -0.45
Dy 1.971 2.226 -0.737 -1.80 -1.41 0.24
H 0.939 -0.893 -1.321 1.43 -0.85 2.61
N 0.410 -0.526 1.065 -0.41 0.38 -0.84
S 1.645 -1.003 0.153 -0.89 1.19 0.03
O 2.575 0.205 -0.086 0.07 -0.71 -0.01
O 2.349 -2.108 0.826 -1.47 1.62 -2.07
S -0.522 0.768 0.516 2.70 -0.40 0.02
O 0.099 0.985 -1.309 -0.51 0.32 2.61
O -1.567 1.202 1.499 1.38 -0.63 -1.82
C -1.828 -0.461 -0.228 -1.54 -1.06 -0.90
F -1.350 -1.317 -1.150 0.46 0.57 0.25
F -2.389 -1.251 0.703 0.55 0.76 0.04
F -2.825 0.217 -0.821 0.56 0.18 0.29

(3)
52
Properties=species:S:1:pos:R:3:forces:R:3 method="wB97M-V/def2-TZVPD" total_charge=+1 relative_energy_kj_mol=424.3 e_lumo_ev=-3.2 orbital_gap_ev=5.66 e_homo_ha=-0.327
Pb 0.004 0.029 -0.141 -3.18 -5.66 1.86
P -1.299 1.359 1.209 -3.30 5.94 5.03
C -1.690 2.717 -0.049 1.28 -0.19 0.52
C -0.546 2.926 -1.033 -0.29 0.11 0.31
N 0.295 1.874 -1.219 0.58 3.17 -1.70
C 1.313 2.005 -2.110 0.31 -0.22 -0.15
C 1.523 3.180 -2.837 -0.76 -0.06 0.56
C 0.647 4.252 -2.645 -0.08 -0.53 0.32
C -0.404 4.127 -1.733 0.61 -0.70 -0.13
C 2.253 0.815 -2.243 -0.53 -0.27 -0.17
P 1.415 -0.806 -1.740 6.45 -1.92 -5.73
H -1.096 4.942 -1.576 -0.05 -0.06 0.10
H 2.345 3.262 -3.533 0.04 -0.13 0.02
H 0.781 5.171 -3.197 0.01 0.04 -0.02
H 2.636 0.732 -3.260 0.02 0.14 -0.03
H 3.105 0.985 -1.584 0.11 -0.11 0.15
H -2.547 2.421 -0.601 -0.96 -0.40 -0.55
H -1.937 3.643 0.470 0.05 0.01 -0.02
H -3.657 -1.372 -2.979 -2.40 1.86 -0.75
O -4.449 -0.717 -3.137 2.13 -1.51 -0.81
H -4.543 -0.622 -4.125 0.31 -0.36 1.58
H -0.829 -4.250 -2.824 -1.70 -0.99 -1.19
O -1.608 -4.553 -3.395 1.78 -0.84 0.93
H -1.490 -5.543 -3.511 -0.09 1.82 0.30
C 0.773 -1.398 -3.408 0.02 0.35 0.83
H 1.578 -1.425 -4.143 0.09 0.03 0.14
H 0.354 -2.400 -3.315 -0.04 0.08 0.03
H -0.004 -0.724 -3.770 -0.06 -0.03 0.07
C 2.905 -1.928 -1.482 -0.31 0.43 -0.30
H 2.574 -2.951 -1.302 -0.09 0.06 0.03
H 3.549 -1.918 -2.361 -0.07 -0.03 -0.13
H 3.484 -1.591 -0.622 -0.23 0.02 -0.02
C -0.469 2.344 2.581 -0.82 0.13 -0.35
H -1.099 3.178 2.889 -0.06 0.07 0.11
H -0.290 1.703 3.445 0.04 -0.11 -0.11
H 0.486 2.737 2.231 -0.02 -0.15 -0.06
C -3.011 1.015 1.908 0.68 -0.14 -0.53
H -2.944 0.313 2.740 0.13 0.00 -0.06
H -3.471 1.937 2.263 0.18 0.08 -0.05
H -3.649 0.585 1.135 0.08 -0.06 -0.01
Te 2.139 -0.112 1.716 0.38 0.05 0.11
C 1.253 -1.383 3.158 -0.36 -0.21 0.18
C 1.713 -1.309 4.479 -0.26 -0.23 -0.05
C 1.173 -2.146 5.459 -0.20 -0.08 -0.57
C 0.169 -3.058 5.121 0.15 0.25 -0.30
C -0.292 -3.134 3.803 0.39 0.38 0.17
C 0.250 -2.298 2.819 0.10 -0.05 0.65
H 2.494 -0.607 4.744 -0.03 0.02 0.01
H 1.535 -2.088 6.478 0.01 0.01 -0.03
H -0.247 -3.707 5.881 0.00 0.02 -0.04
H -1.068 -3.843 3.543 0.01 0.01 -0.02
H -0.107 -2.369 1.801 -0.03 -0.03 -0.10

Repeat the third record exactly.
52
Properties=species:S:1:pos:R:3:forces:R:3 method="wB97M-V/def2-TZVPD" total_charge=+1 relative_energy_kj_mol=424.3 e_lumo_ev=-3.2 orbital_gap_ev=5.66 e_homo_ha=-0.327
Pb 0.004 0.029 -0.141 -3.18 -5.66 1.86
P -1.299 1.359 1.209 -3.30 5.94 5.03
C -1.690 2.717 -0.049 1.28 -0.19 0.52
C -0.546 2.926 -1.033 -0.29 0.11 0.31
N 0.295 1.874 -1.219 0.58 3.17 -1.70
C 1.313 2.005 -2.110 0.31 -0.22 -0.15
C 1.523 3.180 -2.837 -0.76 -0.06 0.56
C 0.647 4.252 -2.645 -0.08 -0.53 0.32
C -0.404 4.127 -1.733 0.61 -0.70 -0.13
C 2.253 0.815 -2.243 -0.53 -0.27 -0.17
P 1.415 -0.806 -1.740 6.45 -1.92 -5.73
H -1.096 4.942 -1.576 -0.05 -0.06 0.10
H 2.345 3.262 -3.533 0.04 -0.13 0.02
H 0.781 5.171 -3.197 0.01 0.04 -0.02
H 2.636 0.732 -3.260 0.02 0.14 -0.03
H 3.105 0.985 -1.584 0.11 -0.11 0.15
H -2.547 2.421 -0.601 -0.96 -0.40 -0.55
H -1.937 3.643 0.470 0.05 0.01 -0.02
H -3.657 -1.372 -2.979 -2.40 1.86 -0.75
O -4.449 -0.717 -3.137 2.13 -1.51 -0.81
H -4.543 -0.622 -4.125 0.31 -0.36 1.58
H -0.829 -4.250 -2.824 -1.70 -0.99 -1.19
O -1.608 -4.553 -3.395 1.78 -0.84 0.93
H -1.490 -5.543 -3.511 -0.09 1.82 0.30
C 0.773 -1.398 -3.408 0.02 0.35 0.83
H 1.578 -1.425 -4.143 0.09 0.03 0.14
H 0.354 -2.400 -3.315 -0.04 0.08 0.03
H -0.004 -0.724 -3.770 -0.06 -0.03 0.07
C 2.905 -1.928 -1.482 -0.31 0.43 -0.30
H 2.574 -2.951 -1.302 -0.09 0.06 0.03
H 3.549 -1.918 -2.361 -0.07 -0.03 -0.13
H 3.484 -1.591 -0.622 -0.23 0.02 -0.02
C -0.469 2.344 2.581 -0.82 0.13 -0.35
H -1.099 3.178 2.889 -0.06 0.07 0.11
H -0.290 1.703 3.445 0.04 -0.11 -0.11
H 0.486 2.737 2.231 -0.02 -0.15 -0.06
C -3.011 1.015 1.908 0.68 -0.14 -0.53
H -2.944 0.313 2.740 0.13 0.00 -0.06
H -3.471 1.937 2.263 0.18 0.08 -0.05
H -3.649 0.585 1.135 0.08 -0.06 -0.01
Te 2.139 -0.112 1.716 0.38 0.05 0.11
C 1.253 -1.383 3.158 -0.36 -0.21 0.18
C 1.713 -1.309 4.479 -0.26 -0.23 -0.05
C 1.173 -2.146 5.459 -0.20 -0.08 -0.57
C 0.169 -3.058 5.121 0.15 0.25 -0.30
C -0.292 -3.134 3.803 0.39 0.38 0.17
C 0.250 -2.298 2.819 0.10 -0.05 0.65
H 2.494 -0.607 4.744 -0.03 0.02 0.01
H 1.535 -2.088 6.478 0.01 0.01 -0.03
H -0.247 -3.707 5.881 0.00 0.02 -0.04
H -1.068 -3.843 3.543 0.01 0.01 -0.02
H -0.107 -2.369 1.801 -0.03 -0.03 -0.10

What did the second record say?
14
Properties=species:S:1:pos:R:3:forces:R:3 method="wB97M-V/def2-TZVPD" multiplicity=6 relative_energy_kj_mol=594.7 e_lumo_ev="-3.8 / -2.0" orbital_gap_ev="5.61 / 7.84" e_homo_ha="-0.345 / -0.360" s_squared=9.52
O 0.495 1.956 0.890 -0.53 0.05 -0.45
Dy 1.971 2.226 -0.737 -1.80 -1.41 0.24
H 0.939 -0.893 -1.321 1.43 -0.85 2.61
N 0.410 -0.526 1.065 -0.41 0.38 -0.84
S 1.645 -1.003 0.153 -0.89 1.19 0.03
O 2.575 0.205 -0.086 0.07 -0.71 -0.01
O 2.349 -2.108 0.826 -1.47 1.62 -2.07
S -0.522 0.768 0.516 2.70 -0.40 0.02
O 0.099 0.985 -1.309 -0.51 0.32 2.61
O -1.567 1.202 1.499 1.38 -0.63 -1.82
C -1.828 -0.461 -0.228 -1.54 -1.06 -0.90
F -1.350 -1.317 -1.150 0.46 0.57 0.25
F -2.389 -1.251 0.703 0.55 0.76 0.04
F -2.825 0.217 -0.821 0.56 0.18 0.29